# 1
Computed, not measured: C20H43IrN2P3S as an isolated structure, with ωB97M-V with the def2-TZVPD basis set.

The energy above the lowest of the compared OMol25 structures with the same formula, charge and spin comes out at 12.79 kcal per mole. For the LUMO energy (spin up / spin down), the calculation gives -12.09 / -15.14 eV. The total charge is +4. Its spin multiplicity is 6. The value obtained for the HOMO energy (spin up / spin down) is -18.7 / -19.8 eV.

Each line ends with the natural charge from an NBO analysis.
CARTESIAN COORDINATES (ANGSTROEM)
Ir  0.0990  1.1723  0.2939  0.521
P  2.2568  1.2199  1.3622  1.149
P  -1.9831  1.9274  0.6545  1.070
P  0.6402  1.3607  -1.8640  0.938
H  -0.5254  -3.7391  1.6939  0.213
C  0.1348  -3.6990  0.8157  -0.344
C  1.3418  -3.1002  0.8694  -0.425
H  1.8065  -2.8628  1.8422  0.195
C  2.7120  0.2551  2.8502  -0.942
C  1.9338  2.9317  1.8082  -0.952
C  3.6304  0.9476  0.1986  -0.962
C  -3.3377  0.8070  0.1004  -0.946
C  -2.2326  2.3485  2.4264  -0.940
C  -1.9750  3.5112  -0.2893  -0.940
C  1.8107  0.2109  -2.7159  -0.941
C  1.4249  3.0151  -1.9026  -0.943
C  -0.7502  1.3531  -3.0581  -0.936
H  -0.3067  -4.0300  -0.1424  0.196
H  1.8547  -2.7587  -0.0271  0.183
H  2.4562  -0.8122  2.7120  0.277
H  2.1656  0.6659  3.7130  0.274
H  3.7914  0.3523  3.0262  0.302
H  0.9692  2.9784  2.3286  0.269
H  1.8829  3.5674  0.9194  0.275
H  2.7521  3.2131  2.4687  0.307
H  3.5601  -0.0572  -0.2503  0.280
H  4.5581  0.9991  0.7765  0.308
H  3.6638  1.6809  -0.6190  0.269
H  -4.3677  1.2007  0.1180  0.319
H  -3.3210  -0.0785  0.7478  0.277
H  -3.1410  0.4547  -0.9214  0.239
H  -2.7948  3.2741  2.6187  0.304
H  -1.2286  2.4490  2.8552  0.239
H  -2.7448  1.5335  2.9580  0.276
H  -2.7804  4.2112  -0.0731  0.315
H  -1.9701  3.3328  -1.3715  0.259
H  -1.0310  4.0159  -0.0477  0.250
H  1.3546  -0.2769  -3.5932  0.271
H  2.1369  -0.5967  -2.0482  0.249
H  2.7022  0.7350  -3.0708  0.286
H  1.6536  3.3249  -2.9275  0.313
H  2.3494  3.0554  -1.3195  0.254
H  0.7469  3.7507  -1.4660  0.261
H  -0.4625  0.8319  -3.9797  0.281
H  -1.0807  2.3564  -3.3366  0.286
H  -1.6011  0.8029  -2.6465  0.242
C  -1.5151  -2.5461  -3.7032  -0.248
C  -2.1549  -2.4316  -4.9694  -0.153
C  -1.8015  -3.2686  -6.0234  -0.164
C  -0.6733  -4.1116  -5.8982  0.014
C  0.1054  -4.0339  -4.7312  -0.158
C  -0.2738  -3.2340  -3.6670  -0.188
S  -2.1704  -1.8083  -2.3649  0.582
H  1.2254  -0.0098  0.7972  0.142
H  -3.0015  -1.7573  -5.0242  0.252
H  -2.4093  -3.2734  -6.9203  0.284
H  -0.4165  -4.7836  -6.7065  0.275
H  1.0294  -4.6181  -4.6699  0.275
H  0.3402  -3.1319  -2.7780  0.234
C  -1.4069  0.0840  5.5221  -0.414
N  -0.6307  -0.7183  4.5850  -0.435
C  0.0559  -1.8785  5.1800  -0.405
C  -0.4988  -0.4770  3.3054  0.666
N  -0.4059  -0.1625  2.1507  -0.664
H  -1.3812  -0.3923  6.4952  0.262
H  -2.4545  0.1485  5.2368  0.230
H  -0.9975  1.0829  5.6818  0.226
H  -0.2319  -2.8012  4.6578  0.233
H  1.1486  -1.7722  5.1241  0.218
H  -0.2351  -1.9407  6.2331  0.260

Forces on the atoms, in the same order (eV/Å):
Ir 0.2 -2.3 1.1
P 1.5 -1.1 0.9
P -3.2 2.0 1.2
P 1.2 -0.8 -3.7
H 0.6 -0.7 -0.3
C 0.3 1.1 -0.3
C -1.1 0.1 0.4
H -0.3 0.0 -0.6
C -0.4 0.1 0.0
C 0.1 0.1 0.1
C -0.1 0.2 -0.3
C 0.4 -0.4 -0.1
C -0.1 -0.1 0.1
C 0.6 -0.2 -0.3
C 0.2 -0.4 0.2
C -0.1 0.3 0.3
C -0.6 0.1 -0.1
H 0.3 0.3 0.6
H 0.3 -0.7 0.1
H 0.2 0.6 0.0
H 0.2 -0.2 -0.2
H -0.2 0.1 -0.1
H 0.4 0.1 0.1
H 0.2 0.0 0.2
H 0.0 0.5 0.1
H 0.0 0.3 0.3
H 0.0 0.1 -0.1
H 0.1 -0.2 0.4
H 0.6 0.4 0.2
H 0.1 0.2 0.0
H 0.0 0.3 0.2
H 0.1 -0.2 -0.4
H -0.3 0.1 0.1
H 0.1 0.2 -0.3
H -0.3 -0.2 0.3
H -0.1 -0.1 0.2
H -0.2 0.1 0.1
H 0.0 0.4 0.4
H 0.0 0.2 -0.1
H -0.1 0.1 0.1
H -0.1 -0.2 0.0
H -0.1 -0.1 -0.2
H 0.0 0.1 -0.2
H 0.2 0.2 0.3
H 0.1 0.0 0.1
H 0.1 0.3 0.0
C 0.8 0.3 -1.0
C -0.8 -0.7 -0.8
C -0.2 0.7 0.8
C -0.7 0.4 0.0
C 0.6 0.2 0.9
C 0.6 -0.9 0.0
S -0.1 -0.3 0.2
H 0.2 0.6 -0.4
H -0.1 -0.2 -0.3
H 0.2 0.1 0.0
H 0.1 0.0 0.0
H -0.3 0.3 0.0
H 0.0 -0.4 -0.1
C -0.8 1.0 0.3
N 0.6 -0.4 -1.0
C 0.7 -0.9 -0.2
C -0.4 1.1 -1.4
N -0.6 -1.2 2.8
H 0.0 -0.2 -0.1
H 0.0 0.0 -0.2
H 0.1 0.0 -0.3
H 0.0 0.2 0.3
H -0.3 0.1 0.1
H 0.1 -0.1 -0.4

=====

# 2
Computed, not measured: C20H43MoNO6PS3Si4 as an isolated structure, with ωB97M-V with the def2-TZVPD basis set.

The energy above the lowest of the compared OMol25 structures with the same formula, charge and spin comes out at 35.23 kcal per mole. For the LUMO energy (spin up / spin down), the calculation gives -0.74 / -0.77 eV. Its spin multiplicity is 2. The value obtained for the HOMO energy (spin up / spin down) is -7.9 / -7.7 eV.

Each line ends with the Löwdin spin population.
CARTESIAN COORDINATES (ANGSTROEM)
Mo  -0.7521  0.1380  -0.4721  0.968
C  2.4876  -5.2875  -3.5560  0.000
C  1.0340  -4.8738  -3.5399  0.000
O  0.7206  -4.0714  -2.3795  0.002
P  1.1466  -2.5477  -2.2702  0.017
S  -0.2151  -2.0753  -0.7361  0.015
S  1.1862  -1.5780  -3.9337  0.012
O  2.5525  -2.6723  -1.5355  0.002
C  3.4342  -1.5417  -1.3369  0.000
C  3.3708  -1.0636  0.0933  -0.001
H  2.6587  -5.9761  -4.3850  0.000
H  2.7569  -5.7871  -2.6257  0.000
H  3.1370  -4.4223  -3.6875  0.000
H  0.3725  -5.7340  -3.4581  0.000
H  0.7703  -4.3086  -4.4343  0.000
H  3.1789  -0.7522  -2.0428  0.000
H  4.4284  -1.9134  -1.5822  0.000
H  2.3794  -0.6743  0.3297  -0.002
H  4.0941  -0.2601  0.2353  0.000
H  3.6019  -1.8790  0.7811  0.000
C  -2.6088  3.1610  2.2050  0.000
Si  -1.0757  2.3245  2.9640  -0.004
C  -1.4417  2.1342  4.7923  -0.001
C  0.4154  3.4595  2.7682  -0.001
Si  -0.4989  0.3073  1.8621  -0.040
Si  -3.0600  -0.6717  0.4056  0.003
C  -3.3644  -2.5110  0.1190  0.003
C  -3.5628  -0.4743  2.2345  -0.009
C  -4.3826  0.2864  -0.5650  0.000
Si  0.4543  -1.2335  3.3826  0.002
C  -0.5910  -1.4603  4.9250  0.001
C  0.7363  -2.9134  2.6114  0.000
C  2.0853  -0.4355  3.8631  0.000
H  -2.4122  4.2156  1.9934  0.000
H  -3.4170  3.1306  2.9389  0.000
H  -3.0234  2.6919  1.3099  0.000
H  -1.7681  3.0966  5.1967  0.000
H  -0.5621  1.8174  5.3537  0.000
H  -2.2382  1.4081  4.9659  0.000
H  0.1470  4.4912  3.0118  0.000
H  0.8399  3.4463  1.7630  0.000
H  1.2116  3.1561  3.4522  0.000
H  -2.6663  -3.1257  0.6922  0.000
H  -3.2634  -2.7907  -0.9303  0.000
H  -4.3793  -2.7501  0.4499  0.000
H  -2.9012  -1.0645  2.8798  -0.001
H  -4.5799  -0.8440  2.3989  -0.002
H  -3.5350  0.5620  2.5812  -0.001
H  -4.0727  0.4816  -1.5927  0.000
H  -4.5979  1.2493  -0.0918  0.000
H  -5.3202  -0.2771  -0.5947  0.000
H  -1.5943  -1.8155  4.6821  0.000
H  -0.6889  -0.5408  5.5012  0.000
H  -0.1204  -2.2105  5.5667  0.000
H  -0.2024  -3.4672  2.5388  0.000
H  1.4206  -3.4936  3.2370  0.000
H  1.1637  -2.8462  1.6122  0.000
H  1.9301  0.5200  4.3692  0.000
H  2.7207  -0.2574  2.9957  0.000
H  2.6254  -1.0935  4.5497  0.000
O  -1.1013  0.6277  -2.6778  0.002
C  0.0113  1.1753  -2.7785  0.012
N  0.9179  0.9960  -1.8015  0.005
S  2.0162  2.1994  -1.8160  0.000
O  3.3677  1.7357  -1.7919  0.000
O  1.6366  3.1744  -0.8037  0.000
C  1.5562  2.8208  -3.4108  0.002
C  2.1475  3.8062  -4.1714  0.000
C  1.5384  4.1135  -5.3837  0.002
C  0.3812  3.4580  -5.7968  0.000
C  -0.2037  2.4721  -5.0117  0.002
C  0.4095  2.1615  -3.8130  0.000
H  3.0454  4.3124  -3.8446  0.000
H  1.9727  4.8749  -6.0178  0.000
H  -0.0655  3.7206  -6.7464  0.000
H  -1.1003  1.9515  -5.3192  0.000
O  -1.0182  2.3868  -0.4484  0.009
H  -0.1196  2.8058  -0.4495  0.000
H  -1.5567  2.8247  0.2207  0.003

Forces on the atoms, in the same order (eV/Å):
Mo 0.8 -0.2 0.2
C 0.0 0.0 0.0
C 0.0 0.0 0.0
O 0.0 -0.1 0.0
P 0.1 0.0 -0.1
S -0.1 0.1 0.2
S 0.0 0.0 0.0
O -0.1 0.0 0.1
C 0.0 0.0 -0.1
C 0.0 0.0 0.0
H 0.0 0.0 0.0
H 0.0 0.0 0.0
H 0.0 0.0 0.0
H 0.0 0.0 0.0
H 0.0 0.0 0.0
H 0.0 0.0 0.0
H 0.0 0.0 0.0
H 0.0 0.0 0.0
H 0.0 0.0 0.0
H 0.0 0.0 0.0
C 0.0 0.0 0.0
Si 0.1 0.0 0.0
C 0.0 0.0 0.0
C 0.0 0.0 0.0
Si -0.2 -0.2 -0.3
Si -0.1 0.3 -0.1
C 0.0 0.0 0.0
C 0.0 0.0 0.0
C 0.0 0.0 0.1
Si -0.1 0.0 0.0
C 0.0 0.0 0.0
C 0.0 0.0 0.0
C 0.0 0.0 0.0
H 0.0 0.0 0.0
H 0.0 0.0 0.0
H 0.0 -0.1 0.0
H 0.0 0.0 0.0
H 0.0 0.0 0.0
H 0.0 0.0 0.0
H 0.0 0.0 0.0
H 0.0 0.0 0.0
H 0.0 0.0 0.0
H 0.0 0.0 0.0
H 0.0 0.0 0.0
H 0.0 0.0 0.0
H 0.0 0.0 0.0
H 0.0 0.0 0.0
H 0.0 0.0 0.0
H 0.0 0.0 0.0
H 0.0 0.0 0.0
H 0.0 0.0 0.0
H 0.0 0.0 0.0
H 0.0 0.0 0.0
H 0.0 0.0 0.0
H 0.0 0.0 0.0
H 0.0 0.0 0.0
H 0.0 0.0 0.0
H 0.0 0.0 0.0
H 0.0 0.0 -0.1
H 0.0 0.0 0.0
O -0.1 0.0 -0.1
C -0.3 0.1 -0.2
N -0.1 0.2 0.1
S 0.0 0.0 0.0
O 0.0 0.0 0.0
O -0.1 -0.1 0.0
C 0.0 0.0 0.0
C 0.0 0.0 0.0
C 0.0 0.0 0.0
C 0.0 0.0 0.0
C 0.0 0.0 0.0
C 0.1 -0.1 0.0
H 0.0 0.0 0.0
H 0.0 0.0 0.0
H 0.0 0.0 0.0
H 0.0 0.0 0.0
O 0.2 0.0 0.0
H -0.2 0.0 0.0
H 0.0 0.0 0.1

=====

Number 1: total energy -2422.2060 hartree. Number 2: total energy -4056.3219 hartree.